# 1
Computed, not measured: a molecular structure, C39H60ClCrGeN4O4P3S, with ωB97M-V/def2-TZVPD.

Computed properties:
Net charge   -1
Expectation value of S²   8.7667
Kohn-Sham gap (spin up / spin down)   0.23371 / 0.25688 Ha
E_LUMO (spin up / spin down)   2.43 / 2.43 eV
Spin multiplicity   6

CARTESIAN COORDINATES (ANGSTROEM)
Cr: -0.34082 0.49295 -0.33842
C: 3.18738 -3.02504 3.68933
C: 3.46084 -1.52292 3.70094
C: 4.95600 -1.29121 3.50156
P: 2.45101 -0.66719 2.38369
C: 0.80734 -0.44622 3.25883
N: -0.31280 -1.31218 2.92833
Ge: -1.65354 -0.80314 1.52454
N: -1.52169 -2.47996 0.49510
C: -0.98490 -2.57287 -0.84704
P: 0.64790 -1.72377 -0.93815
C: 1.78262 -3.03102 -0.27561
C: 1.25148 -3.63605 1.02089
C: 2.06724 -4.18842 -1.23874
C: 0.99926 -1.53097 -2.74750
C: 2.48019 -1.21553 -2.95598
C: 0.46973 -2.60530 -3.69431
C: -2.61355 -3.28377 0.73508
C: -3.08370 -4.30148 -0.10783
C: -4.21222 -5.03614 0.21794
C: -4.93871 -4.77047 1.36200
C: -4.50718 -3.74816 2.19868
C: -3.35995 -3.05060 1.90295
N: -2.91395 -1.97110 2.78083
C: -2.14833 -2.47273 3.90289
C: -2.69727 -3.31806 4.84707
C: -1.93851 -3.76420 5.91950
C: -0.62024 -3.34139 6.00867
C: -0.05812 -2.52408 5.05013
C: -0.79672 -2.07724 3.93796
C: -4.02610 -1.06386 3.03654
C: -4.67312 -0.91444 4.23834
C: -5.82931 -0.13584 4.29615
C: -6.31213 0.42981 3.12927
C: -5.64041 0.31083 1.92456
C: -4.42701 -0.38778 1.85003
N: -3.58540 -0.56252 0.80790
C: -3.85551 -0.00390 -0.48519
P: -2.66894 1.29530 -1.13207
C: -3.34462 2.98333 -0.73600
C: -4.07952 3.66987 -1.88609
C: -4.23423 3.00958 0.50593
C: -2.86044 0.94441 -2.96115
C: -4.25238 0.71195 -3.55409
C: -2.05238 1.89583 -3.84656
C: 3.09934 1.07276 2.52576
C: 2.99711 1.72152 3.90123
C: 2.46560 1.96030 1.46453
H: 3.61664 -3.49992 4.57583
H: 3.65256 -3.47993 2.81190
H: 2.12887 -3.27173 3.65460
H: 3.17877 -1.11205 4.67927
H: 5.24808 -1.50731 2.47220
H: 5.53001 -1.95258 4.15436
H: 5.25261 -0.26782 3.72546
H: 0.50252 0.58119 3.02188
H: 0.97807 -0.44787 4.34327
H: -1.65669 -2.13054 -1.60231
H: -0.85121 -3.62466 -1.13003
H: 2.71763 -2.50203 -0.06225
H: 0.39197 -4.27713 0.81810
H: 0.92927 -2.89264 1.74268
H: 2.03500 -4.25569 1.46009
H: 1.15045 -4.72742 -1.48593
H: 2.72791 -4.90300 -0.74137
H: 2.54659 -3.88565 -2.16605
H: 0.46730 -0.59899 -2.97916
H: 3.12197 -2.07684 -2.76730
H: 2.80569 -0.39983 -2.30905
H: 2.64097 -0.88926 -3.98334
H: 0.88457 -3.59215 -3.49938
H: 0.72622 -2.33875 -4.72200
H: -0.61710 -2.68410 -3.64134
H: -2.58938 -4.51784 -1.04245
H: -4.53699 -5.81658 -0.45927
H: -5.83625 -5.32534 1.59382
H: -5.08689 -3.46414 3.06520
H: -3.72602 -3.62973 4.74245
H: -2.36683 -4.42344 6.66076
H: -0.00442 -3.66636 6.83843
H: 0.98084 -2.24607 5.15530
H: -4.28612 -1.39797 5.12291
H: -6.34583 0.00284 5.23535
H: -7.23408 0.99774 3.15275
H: -6.05610 0.78257 1.04745
H: -4.88804 0.34710 -0.57126
H: -3.75629 -0.81051 -1.22982
H: -2.43813 3.55917 -0.51584
H: -4.98534 3.12257 -2.14982
H: -3.46942 3.78521 -2.77928
H: -4.39087 4.66708 -1.56351
H: -5.22137 2.61049 0.26969
H: -4.37556 4.04565 0.82012
H: -3.81481 2.44494 1.33410
H: -2.33208 -0.02278 -2.98467
H: -4.78787 1.65253 -3.68514
H: -4.87100 0.05327 -2.94847
H: -4.16182 0.25521 -4.54269
H: -2.68730 2.68681 -4.24717
H: -1.63330 1.35678 -4.69731
H: -1.21667 2.35658 -3.32047
H: 4.16128 0.96814 2.27144
H: 1.96102 1.95528 4.15025
H: 3.55088 2.66305 3.91245
H: 3.39928 1.09372 4.69745
H: 1.38194 2.04854 1.61958
H: 2.64843 1.58374 0.46108
H: 2.87803 2.96846 1.52030
O: 1.71271 1.75125 -3.95871
Cl: 1.70495 2.31507 -2.64419
O: 2.97218 2.12464 -2.01068
O: 1.35192 3.69606 -2.68831
O: 0.67340 1.59938 -1.87458
S: -1.42473 1.37216 1.83666

# 2
Computed, not measured: 7 unconnected molecules or ions with the total composition C39H61BrN7O6PS2 at a distorted geometry, with ωB97M-V/def2-TZVPD.

Computed properties:
SMILES   CCSC[C@H]1CS(=O)(=O)O[C@@H](N=C=O)[C@]1(COc1ccccc1)P(O)Br.CCCC#N.CCCC#N.CCCC#N.CCCC#N.CCCC#N.CCCC#N
Net charge   0
Kohn-Sham gap   0.31668 Ha
E_LUMO   0.32 eV

CARTESIAN COORDINATES (ANGSTROEM)
C: 8.07723 -4.29807 2.43209
C: 7.93309 -3.94705 0.83873
S: 7.72317 -2.13928 0.48134
C: 5.92887 -1.61298 0.59126
C: 5.68593 -1.03501 2.08123
C: 5.50130 0.58736 1.90063
S: 5.00670 1.46085 3.45720
O: 6.20485 1.72958 4.34733
O: 4.26204 2.76981 3.20004
O: 3.92134 0.47266 4.28321
C: 4.39620 -0.89915 4.33120
N: 3.70358 -1.70250 5.39201
C: 4.61113 -1.90836 6.33491
O: 5.50301 -2.33078 7.10013
C: 4.40499 -1.63499 2.86032
C: 2.97384 -1.23419 2.18564
O: 2.74472 -1.87561 0.89823
C: 1.31662 -2.10549 0.77767
C: 0.86836 -3.50425 0.24162
C: -0.68981 -3.79265 0.14634
C: -1.76754 -2.73378 0.56412
C: -1.32511 -1.31298 1.06003
C: 0.21779 -1.02677 1.15505
P: 4.48797 -3.50327 3.23525
O: 4.92951 -4.41184 1.83838
Br: 2.38852 -4.31340 3.74212
H: 7.32015 -5.13596 2.71044
H: 7.77922 -3.39152 3.09035
H: 9.11366 -4.72280 2.69664
H: 7.08082 -4.58763 0.37713
H: 8.90931 -4.36089 0.35817
H: 5.82662 -0.73268 -0.16508
H: 5.17818 -2.40664 0.24820
H: 6.63014 -1.18876 2.71459
H: 6.43191 1.09433 1.46008
H: 4.64477 0.77354 1.13407
H: 5.51979 -0.84624 4.64319
H: 2.85298 -0.09768 2.01967
H: 2.17658 -1.50983 2.98945
H: 1.67467 -4.26725 -0.06322
H: -0.98762 -4.84271 -0.22562
H: -2.88587 -2.98717 0.51248
H: -2.10562 -0.51493 1.37645
H: 0.51155 0.02924 1.53366
H: 5.14593 -5.33733 2.10716
C: -3.04363 2.19059 -1.61136
C: -4.36960 2.80457 -1.17661
C: -4.61390 2.68806 0.32884
C: -4.64608 1.23732 0.72798
N: -4.67147 0.08752 1.04027
H: -3.01048 1.11609 -1.40908
H: -2.89926 2.32217 -2.68500
H: -2.20375 2.66519 -1.09388
H: -5.18277 2.31514 -1.72381
H: -4.38158 3.86097 -1.45969
H: -5.56801 3.15342 0.59171
H: -3.82308 3.19738 0.88721
C: -2.88267 -2.38535 -4.05444
C: -2.31019 -1.80683 -5.34453
C: -1.83644 -0.35966 -5.18893
C: -2.99258 0.51592 -4.78775
N: -3.90929 1.20729 -4.47006
H: -3.77066 -1.83838 -3.72617
H: -3.18037 -3.42620 -4.20471
H: -2.14217 -2.35579 -3.24870
H: -3.07284 -1.86538 -6.12851
H: -1.46770 -2.42517 -5.66857
H: -1.42350 0.00461 -6.13360
H: -1.05366 -0.29102 -4.42788
C: -3.46873 6.41207 3.27453
C: -2.78838 7.58260 2.57225
C: -3.09419 7.63666 1.07368
C: -2.60690 6.37885 0.40662
N: -2.22124 5.38257 -0.12014
H: -3.11963 5.45118 2.88705
H: -3.24630 6.43012 4.34452
H: -4.55538 6.45909 3.15173
H: -1.70686 7.50923 2.72771
H: -3.11762 8.51657 3.03757
H: -2.59652 8.49771 0.61929
H: -4.17004 7.73847 0.90418
C: -5.20220 5.02308 -4.36210
C: -6.69119 5.33564 -4.47101
C: -7.13601 6.45417 -3.52527
C: -6.87356 6.05237 -2.09860
N: -6.66576 5.73210 -0.97023
H: -4.93775 4.66196 -3.36503
H: -4.92523 4.24103 -5.07369
H: -4.59854 5.91020 -4.57889
H: -7.26099 4.42416 -4.26114
H: -6.91887 5.62752 -5.50077
H: -8.20455 6.64945 -3.65037
H: -6.59461 7.37934 -3.74258
C: 9.76787 -6.08393 6.16902
C: 8.71805 -6.11538 7.27496
C: 7.49014 -6.95118 6.90641
C: 6.82701 -6.37395 5.68519
N: 6.30311 -5.91717 4.71836
H: 9.38067 -5.61852 5.25848
H: 10.63646 -5.50138 6.48660
H: 10.10763 -7.09476 5.92195
H: 8.41290 -5.08878 7.50342
H: 9.16996 -6.52621 8.18278
H: 6.77513 -6.95376 7.73357
H: 7.77681 -7.98690 6.70292
C: -8.21025 0.57879 -8.43765
C: -8.02245 0.60441 -6.92424
C: -6.66651 0.04872 -6.48302
C: -6.53562 -1.38593 -6.91934
N: -6.43205 -2.52139 -7.26518
H: -8.18995 -0.44167 -8.82933
H: -9.17763 1.01040 -8.70762
H: -7.42762 1.15644 -8.93969
H: -8.82880 0.02907 -6.45727
H: -8.11718 1.63597 -6.57157
H: -6.57512 0.10123 -5.39481
H: -5.85127 0.63234 -6.91987